# 1
Here is a molecular structure, C34H41BGeN13O4SeTi from the Open Molecules 2025 dataset. Energies are from ωB97M-V/def2-TZVPD.

**<S²>**: 0.75
**Total charge**: 0
**HOMO level (spin up / spin down)**: -7.59 / -7.61 eV
**E_tot**: -209143.7362 eV
**Kohn-Sham gap (spin up / spin down)**: 7.3 / 7.3 eV
**Spin multiplicity**: 2

XYZ file:
```
96
Properties=species:S:1:pos:R:3:lowdin_charge:R:1
Ti -1.0630 0.4671 -0.2063 1.089
C -2.5391 -2.8939 2.2011 -0.044
C -2.2337 -2.2631 0.9972 -0.144
N -1.8689 -1.0036 1.2131 -0.043
N -1.9024 -0.8099 2.5523 0.029
C -2.3140 -1.9328 3.1635 -0.063
B -1.5724 0.5806 3.1277 -0.640
N -0.1553 1.0570 2.6802 0.033
C 0.8044 1.5472 3.4828 -0.056
C 1.8073 2.0747 2.6999 -0.030
C 1.3684 1.8691 1.3954 -0.122
N 0.1853 1.2594 1.3876 -0.046
N -2.5957 1.5640 2.5178 0.033
C -3.6646 2.2333 2.9862 -0.066
C -4.2354 2.9289 1.9447 -0.040
C -3.4519 2.5996 0.8371 -0.109
N -2.4749 1.7704 1.1837 0.004
N -1.5440 0.5320 4.6533 -0.015
C -1.9901 1.3802 5.6119 -0.083
C -1.5511 0.9214 6.8281 -0.060
C -0.8154 -0.2341 6.5139 -0.151
N -0.8047 -0.4591 5.2127 0.061
H -2.8625 -3.9082 2.3546 0.099
H -2.2416 -2.6411 -0.0089 0.099
H -2.4005 -1.9769 4.2339 0.115
H 0.7186 1.4829 4.5537 0.124
H 2.7190 2.5417 3.0270 0.100
H 1.8469 2.1456 0.4741 0.093
H -3.9849 2.1525 4.0084 0.107
H -5.1018 3.5652 1.9807 0.096
H -3.5601 2.9000 -0.1894 0.101
H -2.5370 2.2746 5.3791 0.104
H -1.7307 1.3602 7.7961 0.093
H -0.2926 -0.9059 7.1769 0.103
N -2.9895 -1.3283 -2.0209 0.027
N -1.9004 -1.6455 -2.8322 -0.004
C -0.5976 -1.4107 -2.4292 -0.668
O 0.3090 -1.5733 -3.2301 0.041
O -0.4321 -1.0513 -1.1834 -0.203
H -3.6945 -2.0482 -2.0914 0.092
H -3.3694 -0.4114 -2.2243 0.072
H -2.0186 -1.6988 -3.8323 0.137
C 1.7686 -1.9549 -6.3362 -0.063
O 2.4806 -0.7961 -6.7599 -0.073
C 1.8673 0.3987 -6.6308 -0.279
C 0.5561 0.5679 -6.1872 0.006
C 0.0266 1.8432 -6.0565 -0.016
C 0.7997 2.9608 -6.3562 -0.293
C 2.0803 2.7759 -6.8757 -0.035
C 2.6205 1.5151 -6.9970 0.003
N 0.4080 4.3351 -6.2473 0.063
N -0.3074 4.7987 -5.3481 0.075
C -0.7753 3.9853 -4.2551 -0.246
C -2.1184 3.9811 -4.0003 -0.024
C -2.6972 3.1323 -3.0365 0.003
C -1.9014 2.2934 -2.2877 -0.332
O -2.3406 1.3860 -1.4363 -0.225
C -0.4897 2.4041 -2.4528 -0.126
N 0.2330 1.5787 -1.6502 0.053
C 1.5277 1.4849 -1.8460 -0.108
C 2.2108 2.3054 -2.7600 -0.009
C 1.5061 3.2000 -3.5170 0.018
C 0.0962 3.2295 -3.4264 -0.104
H 2.4663 -2.7815 -6.4363 0.093
H 0.9052 -2.1353 -6.9837 0.096
H 1.4354 -1.8663 -5.3020 0.067
H -0.0446 -0.2859 -5.9094 0.101
H -0.9918 1.9499 -5.7088 0.118
H 2.6459 3.6528 -7.1646 0.114
H 3.6211 1.3638 -7.3796 0.120
H -2.7565 4.6068 -4.6128 0.117
H -3.7729 3.0945 -2.9175 0.116
H 2.0546 0.7461 -1.2529 0.125
H 3.2847 2.2224 -2.8495 0.114
H 2.0149 3.8625 -4.2042 0.120
C 3.1868 -3.4152 5.7905 -0.223
Ge 2.1286 -3.6320 4.1515 0.740
C 0.3004 -4.1663 4.5952 -0.210
C 2.9569 -4.9860 3.0048 -0.228
C 2.0029 -1.8992 3.2343 -0.593
Se 1.3121 -2.0236 1.4104 0.904
C 2.9928 -2.3215 0.4837 -0.394
H 3.2559 -4.3583 6.3343 0.015
H 2.7284 -2.6736 6.4470 0.011
H 4.1979 -3.0822 5.5530 0.015
H 0.2874 -5.0908 5.1746 0.019
H -0.2715 -4.3176 3.6791 0.007
H -0.1844 -3.3767 5.1717 0.003
H 2.8573 -5.9715 3.4618 0.018
H 4.0186 -4.7853 2.8562 0.018
H 2.4605 -5.0070 2.0341 0.006
H 2.9404 -1.3418 3.2185 0.020
H 1.2704 -1.2946 3.7730 -0.023
H 3.4655 -3.2425 0.8169 0.002
H 3.6643 -1.4794 0.6421 0.020
H 2.7462 -2.4006 -0.5740 0.019
```


# 2
Here is a molecular structure, C34H41Cl2InN7O3SSi from the Open Molecules 2025 dataset. Energies are from ωB97M-V/def2-TZVPD.

**Total charge**: +1
**HOMO level**: -10.53 eV
**E_tot**: -101422.8589 eV
**Kohn-Sham gap**: 7.9 eV

XYZ file:
```
90
Properties=species:S:1:pos:R:3:lowdin_charge:R:1
In 0.2534 -0.6412 -0.6310 0.795
N -3.2342 6.3898 -3.8055 0.129
C -2.9835 5.2403 -3.1212 -0.305
C -1.6650 4.8143 -2.9011 -0.011
C -1.4172 3.6325 -2.2393 -0.059
C -2.4761 2.8618 -1.7759 -0.314
C -3.7911 3.2776 -1.9720 -0.046
C -4.0413 4.4565 -2.6352 -0.010
S -2.1939 1.3209 -1.0445 0.659
O -3.2279 1.0441 -0.0862 -0.301
O -0.7952 1.3618 -0.5239 -0.394
N -2.1351 0.1266 -2.0633 -0.059
C -1.8833 0.1783 -3.3451 -0.432
N -2.3141 1.1271 -4.1944 0.173
C -2.0983 0.9262 -5.4733 -0.078
C -1.4558 -0.2114 -6.0008 -0.015
C -0.9587 -1.0971 -5.0911 -0.023
N -1.1388 -0.8729 -3.7785 0.035
H -2.4849 7.0157 -4.0357 0.104
H -4.1668 6.7557 -3.8528 0.104
H -0.8438 5.4260 -3.2506 0.114
H -0.4056 3.3013 -2.0595 0.075
H -4.6067 2.6803 -1.5923 0.121
H -5.0602 4.7879 -2.7811 0.117
H -2.4526 1.7051 -6.1380 0.122
H -1.3275 -0.3566 -7.0606 0.111
H -0.3901 -1.9869 -5.3306 0.142
C 1.8942 -2.0068 -0.2784 -0.278
Si 2.3778 -1.8400 1.4874 0.596
C 0.7130 -1.4488 2.3021 -0.248
N 0.0399 -0.2644 1.7412 -0.257
C -1.3657 -0.1851 2.2220 -0.194
C -1.4817 0.5274 3.5625 -0.151
C -1.0574 1.9998 3.4307 -0.168
C -0.0867 2.1715 2.2566 -0.167
C 0.8021 0.9466 2.1542 -0.181
C 3.6855 -0.5198 1.6930 -0.261
C 4.2149 0.1811 0.6093 -0.122
C 5.2125 1.1310 0.7870 -0.096
C 5.6974 1.3958 2.0573 -0.078
C 5.1939 0.6997 3.1490 -0.074
C 4.2041 -0.2510 2.9633 -0.090
C 3.0175 -3.4050 2.2772 -0.244
C 2.3224 -4.1072 3.2619 -0.094
C 2.8367 -5.2756 3.8091 -0.083
C 4.0590 -5.7608 3.3738 -0.083
C 4.7684 -5.0761 2.3964 -0.079
C 4.2522 -3.9092 1.8580 -0.089
H 1.3507 -2.9341 -0.4667 0.022
H 2.6448 -1.8919 -1.0526 0.014
H 0.8113 -1.3629 3.3923 0.101
H 0.0730 -2.3140 2.1057 0.083
H -1.7450 -1.2072 2.2844 0.108
H -1.9644 0.3411 1.4795 0.079
H -0.8635 0.0152 4.3038 0.110
H -2.5113 0.4486 3.9131 0.116
H -0.5737 2.3239 4.3546 0.112
H -1.9293 2.6387 3.2914 0.111
H 0.5383 3.0554 2.4002 0.123
H -0.6217 2.3102 1.3189 0.084
H 1.2582 0.7555 3.1350 0.132
H 1.6335 1.0877 1.4649 0.090
H 3.8512 -0.0170 -0.3932 0.084
H 5.6142 1.6612 -0.0656 0.100
H 6.4735 2.1362 2.1984 0.105
H 5.5809 0.8929 4.1403 0.106
H 3.8363 -0.8015 3.8229 0.110
H 1.3655 -3.7442 3.6172 0.091
H 2.2855 -5.8038 4.5750 0.103
H 4.4612 -6.6719 3.7957 0.105
H 5.7248 -5.4510 2.0592 0.105
H 4.8229 -3.3790 1.1047 0.107
Cl 1.4674 1.2259 -3.1584 0.604
C 2.2888 2.7389 -2.7206 -0.964
Cl 2.4969 2.8906 -0.9891 0.611
H 1.6753 3.5605 -3.0754 0.022
H 3.2596 2.7318 -3.2043 0.038
O 0.1928 -2.6134 -3.0714 0.059
C -0.1883 -1.5410 -2.7417 -0.339
C -4.3273 -3.9823 -0.0215 -0.012
N -3.8442 -2.6034 0.0400 -0.164
C -4.7694 -1.5361 0.4120 -0.007
C -2.5702 -2.3612 0.0310 -0.208
N -1.4514 -2.0717 0.0219 0.200
H -4.7275 -4.2849 0.9477 0.097
H -3.5090 -4.6434 -0.2953 0.099
H -5.1119 -4.0536 -0.7744 0.096
H -5.1171 -1.6752 1.4374 0.100
H -5.6223 -1.5645 -0.2647 0.100
H -4.2651 -0.5719 0.3180 0.056
```


# 3
Here is a molecular structure, C34H41Cl5N2O8P2Ru at a distorted geometry from the Open Molecules 2025 dataset. Energies are from ωB97M-V/def2-TZVPD.

**<S²>**: 8.76
**Total charge**: +1
**HOMO level (spin up / spin down)**: -10.79 / -10.83 eV
**E_tot**: -139054.6777 eV
**Kohn-Sham gap (spin up / spin down)**: 9.0 / 5.7 eV
**Spin multiplicity**: 6

XYZ file:
```
93
Properties=species:S:1:pos:R:3:lowdin_charge:R:1
Ru -1.9082 -1.3259 -0.4946 1.593
Cl -2.9911 -3.0935 1.5043 0.728
C -3.3940 -3.8207 -0.0082 -0.718
C -2.9149 -3.1321 -1.1194 -0.311
C -3.2276 -3.6490 -2.3763 -0.715
Cl -2.5848 -2.8287 -3.7293 0.742
C -4.0202 -4.7885 -2.5279 -0.699
Cl -4.4347 -5.3637 -4.0871 0.723
C -4.4639 -5.4656 -1.3853 -0.691
Cl -5.4101 -6.8733 -1.5443 0.739
C -4.1333 -4.9891 -0.1029 -0.710
Cl -4.6367 -5.8283 1.2964 0.723
C -1.9216 2.8503 1.6004 -0.042
C -0.4932 2.6934 2.0891 -0.399
C 0.5074 3.3686 1.1638 -0.015
O -0.1037 1.3008 2.2212 -0.185
P -1.1202 0.1208 2.4948 0.482
O -2.1419 -0.1340 1.4542 -0.377
C 0.0066 -1.2699 2.8495 -0.193
P 0.9620 -1.8252 1.3979 0.487
O 0.1777 -2.1318 0.1792 -0.338
O 2.0888 -0.8088 1.0117 -0.152
C 3.2451 -0.5381 1.8281 -0.430
C 4.4797 -0.7767 0.9696 -0.020
C 3.1579 0.9026 2.2994 -0.027
O 1.6376 -3.1003 2.0599 -0.183
C 2.2450 -4.0951 1.2029 -0.440
C 3.4218 -4.6848 1.9661 -0.028
C 1.2022 -5.1357 0.8234 -0.031
O -1.9023 0.4225 3.8368 -0.166
C -1.2457 0.8153 5.0627 -0.440
C -1.3007 -0.3420 6.0535 -0.028
C -1.9752 2.0381 5.6019 -0.024
H -2.1742 3.9058 1.5655 0.098
H -2.6176 2.3512 2.2750 0.073
H -2.0259 2.4221 0.6047 0.072
H -0.4095 3.1277 3.0950 0.138
H 0.5769 2.8328 0.2222 0.060
H 1.4933 3.3916 1.6188 0.078
H 0.1794 4.3859 0.9695 0.093
H -0.6119 -2.1145 3.1559 0.077
H 0.6988 -1.0232 3.6524 0.089
H 3.2425 -1.2330 2.6785 0.137
H 4.4341 -0.1437 0.0870 0.096
H 4.5300 -1.8151 0.6525 0.074
H 5.3783 -0.5416 1.5343 0.093
H 3.1251 1.5503 1.4272 0.090
H 4.0200 1.1513 2.9123 0.095
H 2.2495 1.0581 2.8743 0.061
H 2.5949 -3.5933 0.2918 0.140
H 3.0705 -5.1597 2.8791 0.091
H 4.1341 -3.9064 2.2307 0.075
H 3.9228 -5.4246 1.3482 0.092
H 0.8090 -5.6209 1.7142 0.093
H 1.6578 -5.8840 0.1800 0.093
H 0.3824 -4.6551 0.2917 0.065
H -0.2000 1.0751 4.8376 0.137
H -2.3357 -0.5753 6.2857 0.094
H -0.7951 -0.0645 6.9747 0.094
H -0.8316 -1.2322 5.6423 0.069
H -3.0139 1.7828 5.7974 0.095
H -1.9511 2.8523 4.8822 0.073
H -1.5107 2.3633 6.5280 0.094
O -2.9831 -0.1092 -2.3610 -0.047
C -1.8804 0.4022 -2.5632 -0.633
N -1.4910 1.0984 -3.6479 0.176
C -0.2267 1.7571 -3.4069 -0.261
C 0.1451 1.1259 -1.9761 -0.436
O 1.1410 1.4214 -1.3738 0.097
N -0.8651 0.3347 -1.6456 0.080
C 0.8779 1.3393 -4.3173 -0.155
C 0.6985 0.3478 -5.2809 -0.019
C 1.7408 0.0155 -6.1243 -0.075
C 2.9666 0.6550 -6.0155 -0.077
C 3.1659 1.5991 -5.0180 -0.063
C 2.1374 1.9215 -4.1562 -0.050
C -0.4659 3.2356 -3.2130 -0.131
C -1.4712 3.6064 -2.3159 -0.029
C -1.8202 4.9317 -2.1572 -0.071
C -1.1723 5.9114 -2.8952 -0.075
C -0.1610 5.5543 -3.7753 -0.061
C 0.1934 4.2266 -3.9349 -0.014
H -2.1163 1.3844 -4.3864 0.182
H -0.2570 -0.1463 -5.3769 0.105
H 1.5959 -0.7427 -6.8768 0.105
H 3.7704 0.4068 -6.6907 0.104
H 4.1269 2.0769 -4.9061 0.107
H 2.3001 2.6181 -3.3463 0.119
H -1.9929 2.8419 -1.7574 0.103
H -2.6088 5.1984 -1.4694 0.105
H -1.4708 6.9449 -2.7978 0.106
H 0.3415 6.3123 -4.3586 0.109
H 0.9517 3.9558 -4.6554 0.110
```